1.
The following is a quantum chemistry calculation of a 2-piece molecular cluster, C4H10N2 overall, from the Open Molecules 2025 dataset.

Computed properties:
2S+1   1
Gap between HOMO and LUMO   9.53 eV
SMILES   C=CN.C=NC
HOMO level   -8.35 eV

Atoms and positions in Å:
1 C -3.4527 0.2725 -2.3189
2 C -4.4509 0.3685 -1.4429
3 N -4.7406 1.5491 -0.7439
4 H -2.8385 1.1363 -2.5305
5 H -3.3143 -0.6657 -2.8344
6 H -5.1247 -0.4258 -1.1489
7 H -4.3559 2.3830 -1.1650
8 H -5.6901 1.7047 -0.4550
9 C 4.3623 0.4824 1.8485
10 N 5.0251 -0.5670 1.6476
11 C 4.2590 -1.7774 1.3936
12 H 4.8087 1.4574 2.0257
13 H 3.2620 0.4866 1.8461
14 H 3.8103 -2.2387 2.2733
15 H 4.9387 -2.5327 0.9864
16 H 3.5017 -1.6331 0.6182

=====

2.
The following is a quantum chemistry calculation of a 4-piece molecular cluster, C30H68B2FIO18P5 overall, from the Open Molecules 2025 dataset.

Computed properties:
2S+1   1
Gap between HOMO and LUMO   4.55 eV
HOMO level   -5.36 eV
Total charge   -1

Atoms and positions in Å:
1 C -2.3790 -3.0672 2.7564
2 C -1.6506 -1.9575 2.2336
3 C -0.5477 -0.8615 1.6179
4 C 0.6761 -0.7741 2.7048
5 P -0.1201 -0.1440 4.3211
6 P -1.5490 1.4700 3.9971
7 O -1.5491 2.3617 5.3406
8 O -1.1027 2.5004 2.6650
9 O -3.1237 0.7479 3.7950
10 O 0.9359 -2.2067 2.9891
11 B 2.1895 -2.6904 2.3779
12 F 2.6893 -3.7898 3.2539
13 I 1.7515 -3.6904 0.4281
14 O 3.0315 -1.4681 2.3354
15 C 2.1602 -0.2513 2.2472
16 C 2.8774 1.0015 3.0242
17 C 3.2626 0.7123 4.5955
18 C 4.5608 1.5538 5.1504
19 C 4.9428 1.1350 6.6991
20 C 5.3741 2.4938 7.5104
21 C 5.6356 2.0934 9.0810
22 B 2.3750 0.2016 0.6465
23 C 1.4289 1.3979 -0.0456
24 O 3.3863 -0.4661 -0.2384
25 H -2.8448 -4.1507 2.9269
26 H -1.1179 0.1714 1.4517
27 H -0.2515 -1.2730 0.5634
28 H -0.8877 -1.2801 4.8336
29 H -0.4555 3.1774 3.0734
30 H -3.0579 -0.1902 4.1842
31 H 2.2754 2.0020 2.9424
32 H 3.9122 1.1962 2.4622
33 H 3.3344 -0.4547 4.7983
34 H 2.3303 1.0919 5.2375
35 H 4.2290 2.6976 5.1678
36 H 5.4451 1.3880 4.3951
37 H 3.9863 0.6671 7.2221
38 H 5.8393 0.3643 6.7170
39 H 4.4787 3.2723 7.4970
40 H 6.2936 3.0043 6.9775
41 H 6.7949 1.9253 9.2479
42 H 5.2864 2.9391 9.8179
43 H 5.0982 1.0977 9.4242
44 H 2.0231 2.0225 -0.8380
45 H 0.5288 0.8602 -0.5653
46 H 1.0444 2.1243 0.8162
47 H 3.0932 -0.1957 -1.1772
48 O -3.2661 -4.1976 -2.2264
49 P -3.4923 -5.6266 -2.7779
50 O -4.9701 -5.8202 -2.0557
51 C -6.0941 -5.2203 -2.6711
52 C -6.5283 -6.0044 -3.8939
53 O -2.6018 -6.3762 -1.5829
54 C -1.4846 -5.7099 -1.0100
55 C -1.8742 -5.0427 0.2994
56 O -3.7449 -7.2233 -3.3942
57 C -2.8512 -7.6227 -4.4227
58 C -1.4501 -7.8769 -3.8991
59 H -5.8750 -4.1796 -2.9288
60 H -6.9041 -5.2178 -1.9348
61 H -5.7734 -5.9400 -4.6840
62 H -7.4711 -5.6150 -4.2891
63 H -6.6545 -7.0652 -3.6529
64 H -1.0526 -4.9920 -1.7150
65 H -0.7140 -6.4624 -0.8176
66 H -2.7652 -4.4187 0.1959
67 H -1.0547 -4.4266 0.6768
68 H -2.1135 -5.8022 1.0524
69 H -2.8427 -6.8626 -5.2106
70 H -3.2488 -8.5470 -4.8532
71 H -0.9634 -6.9389 -3.6244
72 H -0.8324 -8.3605 -4.6605
73 H -1.4714 -8.5082 -3.0048
74 O -2.6423 -3.9651 -6.7259
75 P -2.6890 -2.7501 -7.6846
76 O -1.1073 -2.8867 -8.1563
77 C -0.7865 -3.8607 -9.1313
78 C -1.2164 -3.4097 -10.5134
79 O -2.4282 -1.6203 -6.4852
80 C -2.9208 -1.8555 -5.1728
81 C -1.8238 -2.4179 -4.2831
82 O -2.7412 -1.3926 -8.7557
83 C -4.0414 -0.9019 -9.0468
84 C -4.6651 -0.1898 -7.8611
85 H -1.2418 -4.8213 -8.8719
86 H 0.3002 -3.9915 -9.1137
87 H -2.3079 -3.3655 -10.5848
88 H -0.8515 -4.1019 -11.2778
89 H -0.8371 -2.4059 -10.7320
90 H -3.7975 -2.5112 -5.1948
91 H -3.2577 -0.8957 -4.7694
92 H -1.3244 -3.2775 -4.7365
93 H -2.2292 -2.7170 -3.3137
94 H -1.0485 -1.6611 -4.1171
95 H -4.6740 -1.7296 -9.3833
96 H -3.9405 -0.1977 -9.8785
97 H -4.9381 -0.9032 -7.0810
98 H -5.5740 0.3393 -8.1596
99 H -3.9656 0.5268 -7.4185
100 O 0.5923 7.3001 2.6253
101 P 2.0611 7.6667 2.9506
102 O 2.6605 6.1657 2.5891
103 C 2.8635 5.8417 1.2268
104 C 4.1018 6.5269 0.6830
105 O 1.9042 7.4136 4.5921
106 C 0.6621 7.6737 5.2322
107 C -0.1342 6.3889 5.3953
108 O 3.7021 8.0763 3.3141
109 C 3.9583 9.4640 3.4709
110 C 3.3711 10.0145 4.7570
111 H 1.9788 6.1040 0.6387
112 H 2.9934 4.7564 1.1674
113 H 3.9583 7.6113 0.6413
114 H 4.3286 6.1729 -0.3269
115 H 4.9667 6.3397 1.3283
116 H 0.0924 8.4344 4.6883
117 H 0.8803 8.0921 6.2194
118 H -0.2191 5.8337 4.4580
119 H -1.1379 6.6025 5.7703
120 H 0.3678 5.7223 6.1059
121 H 3.5711 10.0045 2.6011
122 H 5.0453 9.5905 3.4874
123 H 2.2820 10.0623 4.6959
124 H 3.7372 11.0264 4.9497
125 H 3.6229 9.3767 5.6106

=====

The records above yield relative energy (zero: lowest compared OMol25 entry of this formula, charge and spin) values of 2.0656 13.0727 eV, respectively.